Molecular formula: C5H13NO2
Method: DFT, ωB97M-V/def2-TZVPD

The total charge is -1. Its energy above the lowest of the compared OMol25 structures with the same formula, charge and spin is 65.0 kcal per mole. Its strongest force on any atom is 0.071 hartree/bohr. The HOMO energy (spin up / spin down) comes out at 0.83 / -3.53 eV. As for the spin multiplicity: 2. The value obtained for the orbital gap (spin up / spin down) is 2.861 / 7.265 eV. As for the expectation value of S²: 0.759.

Last column: Mulliken charge in e.
Element x y z (Å)
N (0.32085, 1.47935, 0.55158)  -0.824
C (-0.71085, 0.48140, 0.68926)  0.814
C (-1.54291, -0.01143, -0.23627)  -0.092
C (-1.96690, 0.56407, -1.50275)  -0.411
C (-2.03044, 1.90845, -1.70395)  -0.879
C (-0.47464, -0.33006, 1.99845)  -2.248
H (0.89445, 1.46580, 1.47653)  0.322
H (-0.10673, 2.43673, 0.40408)  0.176
H (-2.07359, -0.90537, 0.05858)  0.158
H (-2.50180, -0.11821, -2.11630)  0.362
H (-2.51149, 2.27332, -2.55772)  0.306
H (-1.55829, 2.57010, -1.05383)  0.164
H (-0.92137, -1.31044, 1.81950)  0.426
H (-0.93151, 0.14553, 2.82515)  0.442
H (0.50605, -0.64717, 2.38089)  0.308
H (2.52693, -1.47404, -0.84643)  0.339
H (1.80001, -0.73705, -1.83008)  0.376
O (2.23181, -1.59631, -1.76717)  -0.816
H (3.08353, -2.34254, 1.10458)  0.368
H (1.80968, -2.00285, 1.87555)  0.453
O (2.56098, -1.59325, 1.44223)  -0.746